No. 1
ORCA calculation (ωB97M-V with the def2-TZVPD basis set) on 3 unconnected molecules or ions with the total composition C34H38BrClF7N5O4PS2.

Atoms and positions in Å:
1 Br 1.63 0.10 -4.85
2 Cl -0.37 -2.06 -2.88
3 S 1.44 -2.78 3.85
4 S -1.88 0.08 -0.16
5 P 2.90 -0.66 -3.16
6 F -3.31 -4.17 4.73
7 F 1.79 0.20 2.53
8 F 4.20 -1.50 -1.36
9 F -0.65 0.78 -6.40
10 F -2.79 -0.39 0.98
11 F -0.32 0.06 2.28
12 F 0.82 1.42 1.06
13 O -1.49 1.42 0.11
14 O 3.00 0.37 0.39
15 O -2.59 -0.16 -1.37
16 O 4.15 0.34 -3.35
17 N 1.21 -2.19 1.17
18 N -0.05 -0.97 -1.64
19 N 0.18 1.23 -2.40
20 N -2.33 -4.24 0.93
21 N 2.05 0.00 -1.70
22 C 3.24 -1.82 -0.39
23 C -4.54 -0.44 -6.83
24 C 1.65 4.28 -1.14
25 C 0.83 0.23 1.63
26 C -1.94 0.38 -6.54
27 C 5.49 -1.72 0.89
28 C -2.65 0.02 -5.42
29 C 0.88 2.48 -2.72
30 C -4.71 -3.45 6.48
31 C -2.31 -3.50 6.75
32 C 0.59 3.57 -1.72
33 C 2.29 -0.61 -0.36
34 C 0.09 5.68 0.11
35 C -2.49 0.34 -7.81
36 C 3.82 1.33 -0.24
37 C -3.80 -0.08 -7.94
38 C -1.89 -2.58 2.50
39 C -2.45 -3.01 8.04
40 C -0.72 3.91 -1.37
41 C -4.84 -2.97 7.77
42 C -0.96 4.95 -0.46
43 C 4.45 2.15 0.88
44 C -3.72 -2.75 8.55
45 C -3.97 -0.39 -5.56
46 C -1.07 -2.53 -0.13
47 C 0.71 0.16 -1.94
48 C 4.01 -2.09 0.92
49 C -0.42 -1.15 -0.27
50 C -1.78 -3.12 1.11
51 C -3.44 -3.70 5.99
52 C -0.19 6.81 1.05
53 C 0.97 -0.88 0.57
54 C 1.40 5.32 -0.24
55 C 1.31 -2.45 2.35
56 H -1.34 -3.72 6.33
57 H 2.25 5.85 0.18
58 H -0.37 7.73 0.49
59 H -2.23 -4.57 -0.03
60 H -2.18 0.06 -4.44
61 H -1.10 6.60 1.60
62 H -4.55 -0.67 -4.69
63 H 3.97 -3.17 1.04
64 H -5.83 -2.77 8.17
65 H 0.61 6.96 1.76
66 H 0.48 2.80 -3.68
67 H 5.18 1.58 1.43
68 H -1.90 -2.48 -0.84
69 H 1.94 2.31 -2.81
70 H -3.83 -2.38 9.56
71 H 6.04 -2.43 0.28
72 H -1.89 0.63 -8.66
73 H 4.63 0.90 -0.83
74 H -0.82 1.18 -2.56
75 H -4.25 -0.12 -8.93
76 H 5.69 -0.71 0.56
77 H -5.57 -0.76 -6.94
78 H -1.97 5.22 -0.20
79 H 5.87 -1.84 1.89
80 H 2.79 -2.73 -0.78
81 H 3.89 1.24 -3.58
82 H -5.57 -3.62 5.85
83 H -0.43 -3.30 -0.52
84 H -2.85 -2.87 2.90
85 H -1.58 -2.84 8.65
86 H 3.66 2.40 1.58
87 H 4.85 3.09 0.50
88 H -1.57 3.39 -1.79
89 H 3.52 -1.68 1.79
90 H -1.16 -3.08 3.12
91 H -1.80 -1.51 2.62
92 H 3.28 2.05 -0.85
93 H 2.66 4.04 -1.42

Properties
Kohn-Sham gap: 6.6 eV
Total charge: +1
Molecular weight: 924.16 u

Löwdin population analysis, charges in e, atoms 1 to 6: 0.53 0.86 0.92 0.68 0.68 0.04



No. 2
ORCA calculation (ωB97M-V with the def2-TZVPD basis set) on C4H7N3 in the gas phase.

Atoms and positions in Å:
1 N 1.59 -1.42 -0.40
2 N 0.28 0.35 0.36
3 N 3.46 1.49 -0.03
4 C 2.57 0.76 -0.03
5 C 1.46 -0.20 -0.04
6 C -2.09 0.29 -0.31
7 C -0.96 -0.41 0.44
8 H -1.84 0.40 -1.37
9 H -0.76 -1.39 0.01
10 H -3.02 -0.28 -0.23
11 H 0.28 1.31 0.66
12 H 2.54 -1.62 -0.67
13 H -1.23 -0.56 1.49
14 H -2.28 1.29 0.10

Properties
Structure (SMILES): [H]/N=C(\C#N)NCC
Kohn-Sham gap: 10.4 eV
Relative energy (zero: lowest compared OMol25 entry of this formula, charge and spin): 0.427 eV
Molecular weight: 97.12 u

natural (NBO) population analysis, charges in e, atoms 1 to 6: -0.68 -0.58 -0.27 0.21 0.34 -0.61



No. 3
ORCA calculation (ωB97M-V with the def2-TZVPD basis set) on a gas-phase ion, C17H30N (charge +1).

Atoms and positions in Å:
1 N -0.37 -0.73 -1.13
2 C 1.14 1.68 4.94
3 C -1.70 -0.67 -1.91
4 C 0.70 -1.46 -1.99
5 C -2.17 1.51 1.24
6 C -0.73 1.34 1.64
7 C 1.64 1.20 1.17
8 C 0.80 1.41 -1.84
9 C 2.86 1.20 0.30
10 C 0.31 1.07 0.70
11 C -0.89 -2.93 0.15
12 C -2.28 -1.97 -2.43
13 C 0.58 -1.38 -3.50
14 C 1.89 1.45 2.53
15 C -0.49 -1.46 0.21
16 C -0.44 1.53 2.99
17 C 0.87 1.54 3.46
18 C -0.04 0.74 -0.78
19 H -2.32 2.36 0.55
20 H -1.27 1.69 3.68
21 H 0.00 -2.21 -3.90
22 H 1.67 -1.09 -1.64
23 H -1.98 -3.05 0.16
24 H 0.63 -2.50 -1.70
25 H -1.49 0.03 -2.74
26 H 3.76 1.19 0.93
27 H 1.59 -1.50 -3.94
28 H 0.71 2.61 5.34
29 H 2.94 2.11 -0.31
30 H 2.93 1.56 2.87
31 H -1.78 -2.37 -3.31
32 H 2.93 0.34 -0.37
33 H -2.76 1.73 2.14
34 H 1.09 2.40 -1.46
35 H -2.62 0.63 0.77
36 H -1.21 -0.90 0.80
37 H -0.52 -3.39 1.08
38 H 1.72 0.88 -2.11
39 H 0.22 1.56 -2.76
40 H 0.18 -0.44 -3.90
41 H 2.21 1.65 5.13
42 H -2.41 -0.19 -1.22
43 H 0.68 0.85 5.51
44 H -2.35 -2.72 -1.66
45 H -0.44 -3.47 -0.69
46 H 0.51 -1.36 0.66
47 H -1.01 1.26 -0.89
48 H -3.31 -1.75 -2.76

Properties
Structure (SMILES): CC[N+](CC)(CC)[C@H](C)c1c(C)cc(C)cc1C
Kohn-Sham gap: 9.8 eV
Relative energy (zero: lowest compared OMol25 entry of this formula, charge and spin): 0.789 eV
Total charge: +1
Molecular weight: 248.43 u

natural (NBO) population analysis, charges in e, atoms 1 to 6: -0.23 -0.64 -0.21 -0.21 -0.65 -0.01



No. 4
ORCA calculation (ωB97M-V with the def2-TZVPD basis set) on CH4N2O in the gas phase.

Atoms and positions in Å:
1 O 0.50 -1.74 -0.14
2 N -0.30 1.80 0.32
3 N -0.23 0.50 0.15
4 C 0.83 -0.43 0.02
5 H -1.25 2.11 0.05
6 H -1.11 0.16 -0.35
7 H 1.72 -0.28 0.71
8 H -0.16 -2.12 -0.75

Properties
Kohn-Sham gap (spin up / spin down): 6.8 / 10.2 eV
Relative energy (zero: lowest compared OMol25 entry of this formula, charge and spin): 0.797 eV
Spin multiplicity: 3
Molecular weight: 60.06 u

natural (NBO) population analysis, charges in e, atoms 1 to 6: -0.71 -0.40 -0.45 0.25 0.31 0.34



No. 5
ORCA calculation (ωB97M-V with the def2-TZVPD basis set) on a gas-phase ion, C25H21N2O6S2 (charge -1).

Atoms and positions in Å:
1 S -0.18 -1.22 -2.25
2 S 1.64 0.02 -0.20
3 O -1.53 -1.11 -2.79
4 O 0.92 -0.74 -3.07
5 O 1.86 0.56 1.13
6 O -0.52 -1.37 0.59
7 O 2.35 -1.18 -0.61
8 O -0.96 3.53 4.70
9 N -4.01 -0.82 1.34
10 N -3.89 0.52 -2.66
11 C -0.92 -5.13 -1.39
12 C 1.20 -3.62 -2.42
13 C 0.03 -3.01 -2.02
14 C 1.87 3.68 -2.00
15 C -0.90 3.51 2.34
16 C 0.40 -2.26 1.31
17 C -1.06 2.81 3.56
18 C 0.27 -5.76 -1.78
19 C 1.67 2.67 -1.06
20 C 1.32 -5.01 -2.30
21 C -3.19 0.27 -1.74
22 C 2.09 1.36 -1.34
23 C -1.06 -3.75 -1.54
24 C -0.14 -0.41 -0.29
25 C 2.64 3.42 -3.14
26 C -0.94 2.84 1.14
27 C -1.03 2.84 5.97
28 C -1.14 0.71 -0.26
29 C -1.31 1.42 3.52
30 C -1.32 0.76 2.30
31 C -3.27 -0.42 0.51
32 C -2.49 0.06 -0.54
33 C 3.19 2.15 -3.34
34 C 2.91 1.12 -2.44
35 C -1.12 1.44 1.10
36 H -0.18 2.16 6.10
37 H 2.24 -5.49 -2.62
38 H 1.17 2.88 -0.12
39 H 1.45 4.66 -1.83
40 H 3.32 0.12 -2.59
41 H -1.48 0.86 4.44
42 H -1.96 2.27 6.08
43 H -1.51 -0.31 2.30
44 H 1.06 -1.69 1.98
45 H -1.99 -3.24 -1.30
46 H 0.98 -2.88 0.62
47 H -0.99 3.64 6.72
48 H 2.82 4.21 -3.87
49 H -0.87 1.39 -1.08
50 H -1.75 -5.70 -0.98
51 H -0.30 -2.88 1.88
52 H 3.83 1.95 -4.19
53 H -0.84 3.39 0.20
54 H 2.01 -3.01 -2.83
55 H 0.36 -6.84 -1.68
56 H -0.74 4.59 2.39

Properties
Kohn-Sham gap: 6.0 eV
Total charge: -1
Molecular weight: 509.58 u

natural (NBO) population analysis, charges in e, atoms 1 to 6: 2.03 2.10 -0.90 -0.96 -0.94 -0.56



No. 6
ORCA calculation (ωB97M-V with the def2-TZVPD basis set) on a molecular structure, C28H44BrNOOsP2.

Atoms and positions in Å:
1 Os -0.19 0.77 -1.06
2 Br 1.93 1.05 5.24
3 P -0.59 -1.47 -1.16
4 P -1.62 1.54 0.39
5 O 1.11 -3.14 1.96
6 N 3.41 3.84 -4.65
7 C 2.58 2.16 2.74
8 C 1.33 3.40 -3.55
9 C 0.78 -2.60 -1.50
10 C -1.56 1.16 2.18
11 C 2.72 -3.40 3.73
12 C -1.07 3.29 0.22
13 C -2.69 -3.09 -0.25
14 C -1.53 -2.21 0.23
15 C 1.84 -5.39 2.41
16 C 2.71 2.14 1.36
17 C -2.22 4.28 0.25
18 C 2.07 1.04 3.40
19 C 0.28 -3.94 -2.03
20 C 3.30 2.07 -3.07
21 C 2.11 -0.23 1.38
22 C -1.67 -1.20 -2.65
23 C -0.88 -1.17 -3.96
24 C -2.10 2.30 3.05
25 C 1.87 -0.18 2.73
26 C 1.28 1.69 -1.74
27 C 2.29 0.98 0.66
28 C 1.96 2.40 -2.79
29 C -3.33 1.28 -0.24
30 C 3.99 2.83 -4.01
31 C 2.12 4.12 -4.46
32 C 1.57 1.04 -0.56
33 C 1.81 -3.90 2.64
34 C -4.46 1.24 0.78
35 H -0.53 3.32 -0.75
36 H 1.46 -2.09 -2.20
37 H 5.04 2.63 -4.22
38 H -2.99 3.99 -0.47
39 H -0.80 -2.75 0.85
40 H -2.02 2.01 4.10
41 H -0.01 -0.51 -3.87
42 H -1.51 3.21 2.91
43 H -3.53 2.03 -1.02
44 H -1.90 -1.36 0.83
45 H 2.83 3.06 3.31
46 H 2.05 -1.18 0.85
47 H -0.39 -3.83 -2.90
48 H -2.37 -3.83 -0.99
49 H -2.08 0.21 2.36
50 H -0.55 -2.17 -4.27
51 H 2.05 -5.92 3.35
52 H 3.09 -4.22 4.35
53 H -3.27 0.31 -0.76
54 H 2.63 -5.63 1.69
55 H 1.15 -4.53 -2.36
56 H 0.27 3.64 -3.41
57 H -1.53 -0.76 -4.74
58 H 0.88 -5.72 2.00
59 H -3.10 -3.62 0.61
60 H -2.66 4.38 1.25
61 H 1.69 4.96 -5.01
62 H -2.47 -1.95 -2.65
63 H -0.24 -4.51 -1.25
64 H 2.17 -2.69 4.37
65 H -5.23 0.54 0.41
66 H -4.94 2.22 0.90
67 H -2.11 -0.20 -2.47
68 H 1.52 -1.06 3.26
69 H -0.50 0.97 2.41
70 H -4.14 0.87 1.76
71 H -3.49 -2.47 -0.68
72 H -3.15 2.52 2.83
73 H -0.31 3.49 0.99
74 H 1.31 -2.73 -0.54
75 H 3.05 3.01 0.80
76 H 3.79 1.26 -2.54
77 H -1.84 5.26 -0.04
78 H 3.56 -2.87 3.27

Properties
Kohn-Sham gap (spin up / spin down): 6.7 / 4.0 eV
Spin multiplicity: 5
Total charge: +4
Molecular weight: 742.75 u

Löwdin population analysis, charges in e, atoms 1 to 6: 1.18 1.15 0.85 0.79 -0.02 0.33



No. 7
ORCA calculation (ωB97M-V with the def2-TZVPD basis set) on 4 unconnected molecules or ions with the total composition C30H54BrClFIN6O6P.

Atoms and positions in Å:
1 I -1.42 2.77 3.37
2 Br -3.99 -0.29 1.11
3 Cl -1.73 4.21 -0.12
4 P 1.61 3.85 -1.72
5 F -4.05 -2.39 -2.74
6 O -1.09 -1.58 0.72
7 O -0.62 -1.57 -2.11
8 O -3.00 -0.73 -3.81
9 O 1.43 4.26 -0.20
10 O 0.42 4.02 -2.57
11 O 2.82 4.77 -2.22
12 N 3.83 1.12 2.12
13 N -2.78 -1.02 -1.51
14 N 3.53 -1.95 -0.69
15 N 5.07 -6.76 -2.47
16 N -4.11 -7.88 1.69
17 N -0.74 0.27 -0.59
18 C 2.80 5.12 -3.62
19 C 2.26 -0.57 3.04
20 C 5.63 -6.02 -1.80
21 C -3.94 -7.37 0.68
22 C 2.09 6.43 -3.86
23 C -1.36 2.55 0.35
24 C -3.67 2.65 1.48
25 C -1.46 -2.39 1.85
26 C 0.73 0.24 -1.02
27 C -0.99 -0.19 0.86
28 C 0.75 5.90 1.44
29 C 3.71 -0.25 2.69
30 C -1.35 -0.84 -1.48
31 C 1.41 -0.82 1.76
32 C -2.23 0.46 1.54
33 C 3.01 -2.70 -1.39
34 C -3.72 -6.71 -0.60
35 C -2.29 2.03 1.48
36 C 0.18 0.10 1.81
37 C -2.64 -3.34 1.60
38 C 2.26 2.18 -1.71
39 C -3.23 -1.33 -2.79
40 C 1.71 1.32 -0.54
41 C -2.57 1.72 -1.68
42 C -5.09 -3.40 2.35
43 C 2.30 -3.61 -2.28
44 C -1.27 1.66 -0.90
45 C 6.33 -5.06 -0.96
46 C 1.09 5.67 -0.03
47 C -3.62 -3.31 2.79
48 H -4.65 -6.64 -1.15
49 H -0.39 2.66 0.81
50 H 6.59 -5.51 0.00
51 H -5.72 -2.76 2.97
52 H 1.37 2.01 0.21
53 H -2.54 1.12 -2.58
54 H -1.57 -1.87 2.79
55 H 3.33 2.29 -1.60
56 H 1.98 -3.07 -3.17
57 H -2.16 0.22 2.58
58 H -3.45 1.43 -1.14
59 H 0.22 5.88 -0.64
60 H -0.29 6.15 1.57
61 H -3.44 -4.17 3.43
62 H -3.18 -3.09 0.69
63 H -0.16 0.04 2.84
64 H 2.96 -4.43 -2.58
65 H 0.69 0.38 -2.08
66 H 2.91 1.54 2.10
67 H -2.98 -1.81 -0.91
68 H -0.62 -3.06 2.01
69 H -4.21 2.53 0.55
70 H -4.27 2.31 2.31
71 H 2.22 -1.45 3.66
72 H 4.36 1.68 2.77
73 H 2.10 1.73 -2.68
74 H -3.50 -2.43 3.40
75 H -3.33 -5.70 -0.44
76 H 1.90 6.30 -0.37
77 H 1.43 -4.02 -1.77
78 H 1.17 -1.87 1.75
79 H -5.49 -4.40 2.43
80 H -2.72 2.72 -2.05
81 H 1.86 0.25 3.64
82 H 1.17 -0.71 -0.79
83 H 3.84 5.27 -3.89
84 H -5.22 -3.08 1.32
85 H 2.59 0.85 -0.12
86 H -0.61 2.22 -1.55
87 H 2.48 6.94 -4.72
88 H 0.55 1.11 1.74
89 H 2.31 7.05 -2.99
90 H -3.00 -7.27 -1.19
91 H 0.93 4.97 1.98
92 H 1.41 6.64 1.85
93 H 2.07 -0.63 0.94
94 H 4.26 -0.26 3.62
95 H 7.24 -4.73 -1.45
96 H 2.43 4.33 -4.26
97 H -3.56 3.71 1.63
98 H 5.69 -4.20 -0.78
99 H 1.02 6.28 -3.90
100 H -2.29 -4.36 1.49
101 H 4.12 -1.00 2.02

Properties
Kohn-Sham gap: 8.5 eV
Total charge: +1
Molecular weight: 887.03 u

Löwdin population analysis, charges in e, atoms 1 to 6: 1.05 0.99 0.85 0.47 0.15 -0.10



No. 8
ORCA calculation (ωB97M-V with the def2-TZVPD basis set) on C20H22N2O3 in the gas phase.

Atoms and positions in Å:
1 O 5.38 0.73 -0.03
2 O -1.73 -2.13 2.72
3 O 1.10 0.18 1.54
4 N 1.84 0.00 -0.62
5 N -1.90 0.01 2.04
6 C -1.57 -2.95 -1.58
7 C -1.62 -1.30 1.83
8 C -3.14 2.11 -2.27
9 C -1.44 3.10 -0.73
10 C -0.75 3.13 0.47
11 C 1.52 -0.72 -1.83
12 C -1.80 1.06 1.11
13 C 0.28 -1.46 -1.46
14 C 4.23 -0.08 -0.01
15 C 3.04 0.78 -0.47
16 C -0.93 2.11 1.39
17 C 6.51 0.08 0.48
18 C 0.98 -0.24 0.41
19 C -1.93 -2.61 -0.28
20 C -0.07 -1.13 -0.15
21 C -0.47 -2.36 -2.19
22 C -3.65 0.07 -0.29
23 C -2.36 2.09 -0.99
24 C -2.57 1.07 -0.06
25 C -1.21 -1.67 0.44
26 H 7.33 0.79 0.42
27 H 1.35 -0.02 -2.66
28 H -3.42 -0.58 -1.14
29 H 2.85 1.54 0.29
30 H -2.78 -3.08 0.18
31 H -0.37 2.10 2.31
32 H 6.37 -0.22 1.52
33 H -4.20 2.27 -2.08
34 H 3.29 1.26 -1.41
35 H 4.36 -0.94 -0.68
36 H 6.76 -0.81 -0.11
37 H -1.28 3.88 -1.46
38 H -4.59 0.58 -0.52
39 H -3.04 1.16 -2.80
40 H 2.34 -1.40 -2.12
41 H -0.06 3.93 0.68
42 H -1.95 0.27 3.02
43 H -2.78 2.90 -2.93
44 H -3.81 -0.55 0.59
45 H -0.20 -2.61 -3.21
46 H -2.15 -3.68 -2.12
47 H 4.03 -0.46 1.00

Properties
Structure (SMILES): COCCN1Cc2cccc(C(=O)Nc3cccc(C)c3C)c2C1=O
Kohn-Sham gap: 9.1 eV
Relative energy (zero: lowest compared OMol25 entry of this formula, charge and spin): 0.912 eV
Molecular weight: 338.41 u

natural (NBO) population analysis, charges in e, atoms 1 to 6: -0.54 -0.59 -0.62 -0.42 -0.61 -0.20